No. 1
C27H34BrCuN4PS3Se | ωB97M-V/def2-TZVPD

Positions of all 72 atoms, in Å:
Cu -0.121803 -0.012386 0.083634
S 5.508884 3.416450 1.164293
C 4.161325 2.710572 1.863835
S 3.078860 1.680721 0.982924
C 2.074181 1.515586 2.388850
N 2.500494 2.167050 3.424655
N 3.688255 2.815002 3.120868
C 4.237988 3.591504 4.178034
C 3.370069 4.274701 5.018956
C 3.882894 5.014534 6.071347
C 5.251966 5.073678 6.288368
C 6.108504 4.382551 5.445220
C 5.609098 3.635785 4.388871
S 0.646803 0.533018 2.356550
H 2.305965 4.206204 4.848404
H 3.202529 5.547111 6.722941
H 5.646664 5.649998 7.115067
H 7.178011 4.416109 5.606129
H 6.268804 3.098614 3.726597
Se 1.413943 0.114761 -1.800275
C 2.119150 -1.617983 -2.094515
C 2.175199 -2.199958 -3.362327
C 2.678462 -3.479992 -3.515145
N 3.133097 -4.238564 -2.519071
C 3.091660 -3.676843 -1.309056
C 2.612685 -2.406454 -1.051189
H 1.810621 -1.658477 -4.225970
H 2.707770 -3.920952 -4.508139
H 3.462686 -4.279867 -0.485380
H 2.607992 -2.025605 -0.037082
C -0.172065 -3.222371 2.058300
C -1.406588 -2.335465 2.239089
C -2.505050 -3.070904 3.003014
P -1.777419 -1.497646 0.634815
C -3.324517 -0.508816 0.890990
C -3.155861 0.379471 2.126077
C -4.677404 -1.214627 0.899306
C -2.249254 -2.754019 -0.643222
C -3.015097 -3.999980 -0.196264
C -1.034143 -3.160018 -1.477873
H 0.198281 -3.543772 3.034216
H 0.633042 -2.685348 1.554895
H -0.406487 -4.119886 1.480766
H -1.086000 -1.487810 2.856501
H -2.897900 -3.926732 2.455923
H -3.342041 -2.423313 3.259421
H -2.091483 -3.450219 3.941441
H -3.313678 0.152283 0.015345
H -3.359525 -0.178174 3.041647
H -3.859512 1.214869 2.089444
H -2.148519 0.787268 2.209724
H -4.768440 -1.931259 1.715320
H -4.867892 -1.744528 -0.034068
H -5.473712 -0.475980 1.025166
H -2.906573 -2.163786 -1.298398
H -2.367166 -4.657504 0.386218
H -3.330748 -4.565432 -1.077409
H -3.901099 -3.789932 0.401026
H -0.328903 -3.751749 -0.892424
H -0.498013 -2.288765 -1.855866
H -1.348759 -3.771549 -2.326377
Br -2.036792 5.391888 1.597500
C -1.880041 4.070081 0.258136
C -2.416865 4.269739 -1.001189
C -2.256602 3.262650 -1.939494
C -1.580047 2.110903 -1.576894
N -1.083103 1.924413 -0.354690
C -1.217911 2.888459 0.549846
H -2.935911 5.187790 -1.239727
H -2.640944 3.368448 -2.944334
H -1.394335 1.305965 -2.278853
H -0.780643 2.687034 1.523066

Atomic forces in eV per Å
0.2 -0.1 0.3
-0.1 0.0 0.1
0.3 0.0 -0.2
0.2 0.1 -0.1
-0.6 -0.3 0.1
0.0 -0.1 -0.1
0.0 0.1 0.1
0.1 0.0 -0.1
0.0 0.0 0.0
0.0 0.0 0.0
0.0 0.0 0.0
0.0 0.0 0.0
0.0 0.0 0.0
0.1 0.1 0.0
0.0 0.0 0.0
0.0 0.0 0.0
0.0 0.0 0.0
0.0 0.0 0.0
0.0 0.0 0.0
-0.2 0.0 -0.2
0.0 -0.2 0.1
0.0 0.1 0.0
0.0 0.0 -0.1
0.0 0.0 0.0
0.0 0.0 0.0
-0.1 0.1 0.1
0.0 0.0 0.0
0.0 0.0 0.0
0.0 0.0 0.0
0.0 0.0 0.0
0.0 0.0 0.0
0.1 0.0 0.1
0.0 -0.1 0.0
0.2 0.2 -0.1
-0.1 0.1 0.0
-0.1 0.0 0.0
0.0 0.0 0.0
-0.2 0.0 -0.1
0.0 -0.1 0.0
0.1 0.0 0.0
0.0 0.0 0.0
0.0 0.0 0.0
0.0 0.0 0.0
0.0 0.0 0.0
0.0 0.0 0.0
0.0 0.0 0.0
0.0 0.0 0.0
0.0 0.0 0.0
0.0 0.0 0.0
0.0 0.0 0.0
0.0 0.0 0.0
0.0 0.0 0.0
0.0 0.0 0.0
0.0 0.0 0.0
0.0 0.0 0.0
0.0 0.0 0.0
0.0 0.0 0.0
0.0 0.1 0.0
0.0 0.0 0.0
0.0 0.0 0.0
0.0 0.0 0.0
0.0 0.0 0.0
0.0 -0.1 -0.1
0.0 0.0 0.0
0.0 0.0 0.0
0.1 0.0 0.0
-0.1 0.0 -0.1
0.0 0.0 0.1
0.0 0.0 0.0
0.0 0.0 0.0
0.0 0.0 0.0
0.0 0.0 0.0

Summary:
Electronic energy: -256338.364 eV
Total charge: -1
HOMO-LUMO gap: 6.51 eV

Here is what Löwdin gives for the atomic charges, in e: Cu -0.293; S 0.514; C -1.101; S 0.936; C -1.084; N 0.008; N -0.161; C -0.210; C -0.020; C -0.094; C -0.109; C -0.088; C -0.050; S 0.564; H 0.107; H 0.096; H 0.093; H 0.099; H 0.071; Se 0.625; C -0.690; C -0.142; C -0.188; N 0.027; C -0.180; C -0.133; H 0.086; H 0.091; H 0.095; H 0.089; C -0.118; C -0.542; C -0.105; P 1.018; C -0.533; C -0.122; C -0.116; C -0.526; C -0.120; C -0.124; H 0.080; H 0.051; H 0.065; H 0.051; H 0.057; H 0.051; H 0.078; H 0.089; H 0.072; H 0.081; H 0.016; H 0.059; H 0.063; H 0.076; H 0.104; H 0.065; H 0.076; H 0.051; H 0.071; H 0.034; H 0.079; Br 0.739; C -0.668; C -0.114; C -0.051; C -0.141; N 0.018; C -0.182; H 0.101; H 0.105; H 0.086; H 0.067

***

No. 2
C14H35BN2O6 | ωB97M-V/def2-TZVPD

Positions of all 58 atoms, in Å:
C 1.080809 -2.234635 5.127728
C 1.931927 -1.228644 4.327506
C 3.251385 -1.799159 3.773214
C 3.505857 -1.427322 2.310269
C 2.454582 -1.921562 1.305648
B 2.600874 -3.396307 0.801573
C 3.498222 -4.476930 1.497349
N 3.381902 -5.831940 0.917038
O 1.851227 -3.772826 -0.340793
N 0.458566 -3.973180 0.004378
O 0.077147 -4.987408 -0.386987
H 1.241444 -2.107885 6.197878
H 1.369053 -3.260418 4.895304
H 0.022731 -2.102591 4.910710
H 1.325381 -0.796313 3.531625
H 2.178178 -0.399510 4.992475
H 3.309712 -2.875144 3.943544
H 4.067799 -1.359703 4.352062
H 3.521477 -0.333246 2.275941
H 4.507229 -1.749302 2.016739
H 1.430416 -1.811453 1.682690
H 2.495875 -1.273945 0.424357
H 4.533927 -4.118147 1.560315
H 3.128487 -4.539870 2.526034
H 4.086805 -5.974143 0.206124
H 3.581074 -6.507294 1.642855
C 0.924734 -0.727047 -1.961391
O -0.074979 -0.339064 -1.038328
C -0.907895 0.709190 -1.509031
C -2.241747 0.186237 -1.987991
O -2.108675 -0.624221 -3.144960
C -2.170453 -2.011475 -2.871677
H 1.363494 -1.653358 -1.597063
H 0.516148 -0.899002 -2.960469
H 1.708753 0.037604 -2.022453
H -0.412356 1.269400 -2.307573
H -1.080871 1.394625 -0.674427
H -2.874705 1.038380 -2.254618
H -2.736456 -0.369205 -1.184415
H -3.192791 -2.312564 -2.617384
H -1.500232 -2.291668 -2.055007
H -1.866061 -2.535675 -3.775997
C -2.451357 7.104512 -1.736979
O -3.557896 6.500954 -2.380138
C -3.195195 5.481296 -3.295803
C -3.401838 4.102462 -2.712422
O -2.518975 3.849384 -1.630110
C -3.133659 3.977794 -0.361260
H -2.841595 7.721986 -0.929886
H -1.771907 6.358128 -1.317941
H -1.898288 7.744398 -2.433141
H -2.154842 5.601372 -3.614156
H -3.834997 5.590044 -4.176834
H -3.191558 3.357779 -3.487127
H -4.442531 3.979072 -2.396858
H -3.814981 3.140298 -0.172625
H -3.685603 4.916580 -0.274573
H -2.342772 3.960658 0.387065

Atomic forces in eV per Å
0.3 0.2 -0.1
0.0 -0.1 0.3
0.1 0.4 0.1
-0.4 0.3 0.2
0.5 -0.2 0.0
-0.2 0.6 -0.2
-0.1 -0.4 -0.5
0.1 0.1 0.3
0.2 -0.6 0.2
0.0 0.2 0.4
-0.1 0.0 -0.4
-0.1 0.0 0.0
-0.2 0.0 -0.1
-0.1 -0.1 0.1
0.1 -0.1 -0.1
-0.1 0.1 -0.1
-0.1 -0.1 -0.1
0.1 -0.2 0.0
0.1 0.0 0.0
0.0 -0.1 0.0
0.0 0.1 0.0
-0.2 -0.1 -0.1
0.0 0.0 0.2
0.1 0.2 0.1
-0.1 0.0 -0.2
0.1 -0.1 -0.1
0.0 0.0 0.0
0.0 -0.1 -0.1
0.0 0.0 0.2
-0.1 0.1 -0.2
0.0 -0.1 0.0
0.0 0.0 0.0
0.0 0.0 0.0
0.0 0.0 0.0
0.0 0.0 -0.1
0.0 0.0 0.0
0.0 0.0 0.0
0.0 0.0 0.0
0.0 0.0 0.0
0.0 0.0 0.0
0.0 0.0 0.0
0.0 0.0 0.0
0.0 0.0 0.0
0.1 0.0 0.1
-0.2 0.1 0.0
0.2 -0.1 -0.1
0.0 0.0 0.0
0.0 0.0 0.0
0.0 0.0 0.0
0.0 0.0 0.0
0.0 0.0 0.0
0.0 0.0 0.0
0.0 0.0 0.0
0.0 0.0 0.0
0.0 0.0 0.0
0.0 0.0 0.0
0.0 0.0 0.0
0.0 0.0 0.0

Summary:
Electronic energy: -31022.513 eV
SMILES: CCCCCB(CN)ON=O.COCCOC.COCCOC
Total charge: 0
HOMO-LUMO gap: 9.31 eV

Here is what Löwdin gives for the atomic charges, in e: C -0.100; C -0.248; C -0.214; C -0.218; C -0.096; B -0.421; C -0.171; N -0.009; O 0.003; N 0.018; O 0.110; H 0.066; H 0.061; H 0.066; H 0.092; H 0.100; H 0.088; H 0.106; H 0.112; H 0.105; H 0.113; H 0.102; H 0.110; H 0.107; H 0.066; H 0.059; C -0.109; O -0.191; C -0.200; C -0.200; O -0.186; C -0.109; H 0.064; H 0.089; H 0.093; H 0.130; H 0.120; H 0.113; H 0.128; H 0.089; H 0.075; H 0.090; C -0.111; O -0.189; C -0.206; C -0.208; O -0.207; C -0.110; H 0.089; H 0.083; H 0.089; H 0.127; H 0.126; H 0.124; H 0.129; H 0.088; H 0.085; H 0.089

***

No. 3
C22H24O5P2S4W | ωB97M-V/def2-TZVPD

Positions of all 58 atoms, in Å:
W 0.351110 0.409429 1.146873
O -0.123440 -1.460348 2.172191
S 1.326596 -1.726599 2.472734
O 1.582910 -2.520990 3.614359
O 1.898810 -0.346657 2.477696
C 2.017318 -2.497035 1.015023
C 3.153808 -3.261332 1.222988
C 3.798266 -3.837611 0.139459
C 3.280501 -3.678994 -1.136183
C 2.118978 -2.947730 -1.337401
C 1.487791 -2.318327 -0.269033
P -0.017640 -1.308855 -0.532797
C -1.293106 -2.609779 -0.624753
C -1.580381 -3.129821 -1.888619
C -2.462131 -4.189622 -2.014339
C -3.049720 -4.745393 -0.887946
C -2.767852 -4.229509 0.367776
C -1.896704 -3.160323 0.506333
C 0.016150 -0.546595 -2.183736
C 1.178220 -0.264307 -2.895008
C 1.109490 0.502200 -4.047530
C -0.106219 1.006616 -4.486482
C -1.267009 0.726933 -3.780951
C -1.207460 -0.042866 -2.631167
H 3.514849 -3.394682 2.234374
H 4.698543 -4.414025 0.299914
H 3.779188 -4.132300 -1.982266
H 1.690990 -2.860896 -2.327421
H -1.124662 -2.698782 -2.769745
H -2.688313 -4.581130 -2.997004
H -3.727972 -5.581976 -0.989065
H -3.227762 -4.661039 1.246386
H -1.696981 -2.760712 1.485632
H 2.142102 -0.610128 -2.545436
H 2.016187 0.724806 -4.594144
H -0.146640 1.636115 -5.365108
H -2.218454 1.115954 -4.118087
H -2.110857 -0.253591 -2.068712
C -2.972224 5.046815 0.311296
C -2.133726 5.159649 1.566922
O -1.976855 3.874328 2.254792
P -0.900877 2.799569 1.880547
S -0.753678 1.334391 3.249052
S -1.335931 1.872792 0.090150
O 0.448848 3.642197 1.763657
C 1.676167 3.472028 2.526236
C 1.627572 4.250335 3.819981
H -3.037982 6.029818 -0.154240
H -3.977329 4.699276 0.546344
H -2.525898 4.359513 -0.403051
H -2.623462 5.790372 2.303469
H -1.144354 5.561129 1.351429
H 2.460747 3.833233 1.863959
H 1.861025 2.421636 2.731535
H 1.537164 5.319823 3.633301
H 2.553239 4.071694 4.367497
H 0.791074 3.925357 4.438389
S 1.977979 1.185946 -0.070073

Atomic forces in eV per Å
0.9 1.4 -1.2
0.0 0.2 -0.1
0.8 -0.8 0.3
0.0 0.0 0.0
-0.2 -0.1 0.0
-0.1 -0.1 0.1
-0.1 0.0 0.1
0.0 0.0 0.0
0.0 -0.1 0.0
-0.1 0.1 0.1
0.0 0.1 0.1
0.5 -0.7 -1.1
-0.2 0.3 0.1
0.0 0.1 0.0
0.0 -0.1 0.0
0.0 0.0 0.0
0.0 0.0 0.0
-0.1 0.1 -0.1
-0.2 0.0 0.1
0.0 0.0 0.0
0.1 0.0 0.0
0.0 0.0 0.0
0.0 0.0 0.0
0.1 -0.1 0.1
0.1 0.0 0.0
0.0 0.0 0.0
0.0 0.0 0.0
0.1 0.0 0.0
0.0 -0.1 0.0
0.0 0.0 0.0
0.0 0.0 0.0
0.0 0.0 0.0
0.0 0.0 0.0
0.0 0.0 0.0
0.0 0.0 0.0
0.0 -0.1 0.0
0.0 0.0 0.0
0.0 0.0 -0.1
0.0 -0.2 0.2
0.0 0.1 -0.1
-0.1 -0.3 0.0
-0.1 0.9 0.0
0.3 0.4 -0.7
0.4 -0.1 1.0
-0.5 -0.4 -0.1
0.1 0.3 0.2
0.0 0.1 -0.2
0.0 0.0 0.0
0.0 0.0 0.0
0.0 0.0 -0.1
0.1 0.0 0.0
0.0 0.0 0.1
0.0 0.0 0.0
-0.1 -0.2 -0.1
0.0 0.0 0.0
0.0 0.0 0.0
0.0 0.0 0.0
-1.4 -0.7 1.3

Summary:
Electronic energy: -97183.058 eV
Expectation value of S²: 0.78
Spin multiplicity: 2
Total charge: +1
HOMO-LUMO gap (alpha / beta): 7.14 / 7.45 eV

Here is what Löwdin gives for the atomic charges, in e: W 0.677; O -0.513; S 0.514; O -0.199; O -0.471; C -0.262; C -0.031; C -0.032; C -0.034; C -0.066; C -0.310; P 0.964; C -0.310; C -0.084; C -0.057; C -0.056; C -0.054; C -0.066; C -0.413; C -0.133; C -0.055; C -0.054; C -0.057; C -0.149; H 0.126; H 0.121; H 0.120; H 0.112; H 0.104; H 0.114; H 0.114; H 0.115; H 0.089; H 0.093; H 0.115; H 0.114; H 0.116; H 0.107; C -0.073; C -0.223; O -0.294; P -0.053; S 0.445; S 0.351; O -0.348; C -0.299; C -0.058; H 0.090; H 0.089; H 0.034; H 0.126; H 0.114; H 0.123; H 0.056; H 0.087; H 0.091; H 0.074; S 0.358

***

No. 4
C4H7NS | ωB97M-V/def2-TZVPD

Positions of all 13 atoms, in Å:
C -0.381519 0.765178 0.216298
C 2.348711 -1.116314 -0.143030
C 1.708988 0.108036 -0.534485
C -2.679992 0.255965 0.177526
N -1.322766 0.038119 -0.089251
S 3.132729 0.305056 0.564300
H -0.323736 1.725372 0.795467
H 2.029375 -1.814450 0.683462
H 2.820362 -1.743087 -0.907404
H 1.712185 0.550569 -1.628950
H -2.648762 1.065333 0.862865
H -3.052764 -0.615704 0.668092
H -3.342809 0.475925 -0.664889

Atomic forces in eV per Å
2.3 -1.1 -0.8
-0.2 -3.1 0.7
-3.1 2.8 -0.5
-0.7 0.5 0.7
2.6 -0.4 -1.6
0.2 1.2 -0.5
0.0 -0.7 -0.4
-0.5 1.0 -1.1
0.3 0.5 0.0
0.2 -1.2 2.5
-1.2 1.1 0.9
-0.5 -0.6 0.3
0.6 -0.1 -0.2

Summary:
Electronic energy: -16581.923 eV
Total charge: 0
HOMO-LUMO gap: 8.40 eV

Here is what Löwdin gives for the atomic charges, in e: C -0.002; C -0.588; C -0.480; C -0.144; N -0.088; S 0.734; H 0.091; H 0.082; H 0.071; H 0.101; H 0.057; H 0.073; H 0.092